Entry 1:
Here is a structure of composition C20H20N6O2PtS3 from OMol25. Energies are from the ωB97M-V functional and the def2-TZVPD basis.

```
! RIJCOSX wB97M-V def2-TZVPD def2/J DEFGRID3
* xyz 0 1
Pt -1.986 0.568 -0.767
C -2.462 4.635 -2.063
C -2.131 3.321 -1.434
N -2.201 2.177 -2.041
N -2.529 2.260 -3.365
C -2.385 1.229 -4.145
N -2.550 1.471 -5.466
S -1.872 -0.423 -3.813
C -1.681 3.296 -0.029
C -1.674 4.417 0.789
C -1.292 4.269 2.111
C -0.856 3.035 2.561
C -0.780 1.975 1.668
N -1.237 2.108 0.417
H -2.533 4.537 -3.138
H -1.707 5.382 -1.814
H -3.423 4.989 -1.682
H -2.893 2.378 -5.738
H -2.718 0.689 -6.074
H -1.995 5.375 0.410
H -1.322 5.115 2.784
H -0.573 2.882 3.593
H -0.011 1.220 1.792
C 5.910 -2.492 1.876
C 4.612 -2.597 1.122
C 3.877 -3.775 1.123
C 2.693 -3.881 0.402
C 2.239 -2.798 -0.328
C 2.962 -1.610 -0.345
C 4.135 -1.515 0.381
S 0.727 -2.902 -1.264
O 0.179 -4.214 -1.008
O 1.072 -2.539 -2.611
N -0.208 -1.735 -0.700
C -0.826 -1.805 0.468
C -0.515 -2.674 1.560
C -1.069 -2.475 2.787
C -1.981 -1.420 2.983
C -2.291 -0.637 1.908
N -1.841 -0.901 0.655
H 6.000 -3.282 2.620
H 5.995 -1.531 2.385
H 6.760 -2.577 1.196
H 4.233 -4.625 1.693
H 2.119 -4.798 0.396
H 2.599 -0.775 -0.930
H 4.698 -0.589 0.370
H 0.199 -3.466 1.397
H -0.809 -3.134 3.606
H -2.411 -1.203 3.950
H -3.219 -0.073 1.934
S -3.026 -0.882 -2.183
*
```

## Properties
HOMO-LUMO gap, eV: 6.5
Energy relative to the best compared isomer or geometry (same formula, charge and spin), kJ/mol: 26.59
HOMO energy, eV: -7.576

---

Entry 2:
Here is the ion C10H17N2O with charge +1 from OMol25. Energies are from the ωB97M-V functional and the def2-TZVPD basis.

```
! RIJCOSX wB97M-V def2-TZVPD def2/J DEFGRID3
* xyz 1 1
C 1.735 -0.363 1.312
C 1.200 -1.415 0.313
C 0.705 0.220 2.364
C -0.117 -0.876 -0.155
C -1.016 1.793 1.178
C -1.305 1.423 -0.278
C 0.226 1.567 1.856
C -0.334 0.408 -0.870
C 0.177 -1.312 -2.661
C -2.034 -1.165 -1.903
N 1.109 2.515 1.746
N -0.648 -0.781 -1.590
O -0.762 2.667 0.068
H 2.592 -0.895 1.852
H 2.117 0.348 0.702
H 1.943 -1.329 -0.473
H 1.017 -2.293 0.869
H -0.092 -0.648 2.512
H 1.172 0.158 3.309
H -0.974 -1.216 0.299
H -1.825 1.940 1.964
H -2.257 1.398 -0.714
H 0.193 -0.624 -3.645
H 1.288 -1.279 -2.415
H -0.089 -2.360 -3.059
H -2.089 -0.935 -2.999
H -1.999 -2.125 -1.545
H -2.683 -0.498 -1.248
H 0.685 3.353 1.354
H 2.067 2.326 1.859
*
```

## Properties
HOMO-LUMO gap, eV: 6.6
Energy relative to the best compared isomer or geometry (same formula, charge and spin), kJ/mol: 698.52
HOMO energy, eV: -10.703

---

Entry 3:
Here is a structure of composition C14H24N2O6Ti from OMol25. Energies are from the ωB97M-V functional and the def2-TZVPD basis.

```
! RIJCOSX wB97M-V def2-TZVPD def2/J DEFGRID3
* xyz -1 4
Ti 0.333 0.553 -0.004
C 2.706 -1.118 -2.549
C 2.273 -1.875 -3.839
C 0.870 -1.872 -4.157
O 0.462 -2.681 -5.057
C -0.030 -0.884 -3.565
C 0.406 -0.116 -2.478
C 1.772 -0.326 -1.989
O 2.110 0.374 -0.886
O -0.437 0.736 -1.955
O 3.218 -2.590 -4.297
H 3.712 -1.103 -2.225
H -0.804 -0.669 -4.310
C 0.327 -0.496 3.706
C 1.612 -0.474 2.879
C 1.733 -1.682 1.956
O 0.551 -1.710 1.154
C 0.580 -2.745 0.137
N 1.681 0.700 1.970
H 0.286 0.437 4.335
H 0.474 -1.389 4.298
H -0.612 -0.494 3.144
H 2.449 -0.503 3.521
H 1.924 -2.587 2.608
H 2.596 -1.438 1.327
H 1.191 -2.422 -0.709
H -0.450 -2.783 -0.187
H 0.882 -3.711 0.545
H 2.425 0.599 1.275
H 1.876 1.566 2.507
C -2.762 3.891 -0.058
C -1.899 2.775 0.439
C -2.554 1.458 0.026
O -1.854 0.382 0.726
C -2.254 -1.000 0.500
N -0.468 2.745 0.097
H -2.713 4.054 -1.133
H -2.545 4.832 0.525
H -3.859 3.727 0.139
H -1.987 2.751 1.546
H -2.335 1.330 -1.057
H -3.659 1.482 0.099
H -3.349 -1.046 0.763
H -1.637 -1.555 1.232
H -2.092 -1.294 -0.558
H -0.207 2.628 -0.874
H 0.059 3.542 0.434
*
```

## Properties
HOMO-LUMO gap (spin up / spin down), eV: 2.8 / 4.6
HOMO energy (spin up / spin down), eV: -0.958 / -2.729
<S²>: 3.777

---

Entry 4:
Here is a cluster of 6 separate species, C28H45Cl12N3O5 in total from OMol25. Energies are from the ωB97M-V functional and the def2-TZVPD basis.

```
! RIJCOSX wB97M-V def2-TZVPD def2/J DEFGRID3
* xyz 0 1
C 6.664 1.675 0.896
C 6.289 0.759 -0.367
C 7.020 -0.632 -0.436
C 6.753 -1.644 -1.604
C 5.772 -1.202 -2.722
C 5.058 0.190 -2.642
C 5.264 1.195 -1.475
C 4.487 2.613 -1.369
C 3.049 2.496 -0.665
O 2.132 1.466 -1.070
C 1.938 1.418 -2.511
C 0.366 1.365 -2.942
N -0.146 -0.034 -2.978
C -0.553 -0.485 -1.613
C -2.092 -0.085 -1.371
C -2.655 -1.080 -0.215
O -2.268 1.269 -0.889
N 3.439 2.203 0.773
C 3.706 3.443 1.524
O 4.492 3.693 2.462
C 2.677 4.505 0.903
C 3.004 6.073 0.948
O 1.816 6.728 1.546
N 1.889 6.687 2.894
O 0.787 6.743 3.367
C 2.142 3.825 -0.451
Cl 0.521 3.092 0.149
Cl 1.684 4.870 -1.879
H 7.562 1.199 1.427
H 5.819 1.732 1.658
H 7.011 2.681 0.487
H 7.741 -0.923 0.392
H 7.238 -2.669 -1.663
H 5.531 -1.895 -3.606
H 4.354 0.418 -3.525
H 4.324 2.943 -2.462
H 5.198 3.346 -0.856
H 2.382 2.296 -3.088
H 2.362 0.399 -2.859
H 0.360 1.738 -4.041
H -0.281 2.105 -2.360
H -0.914 -0.083 -3.660
H -0.502 -1.641 -1.605
H 0.142 -0.124 -0.774
H -2.649 -0.191 -2.361
H -1.750 -1.457 0.369
H -3.299 -0.424 0.474
H -3.239 -1.903 -0.747
H -1.886 1.384 0.008
H 2.815 1.503 1.198
H 1.776 4.406 1.623
H 3.111 6.557 -0.088
H 3.875 6.349 1.651
Cl -3.739 -3.145 3.730
C -3.645 -1.579 4.575
C -3.489 -0.418 3.615
Cl -1.902 -0.421 2.806
H -2.817 -1.627 5.285
H -4.577 -1.468 5.140
H -3.566 0.526 4.158
H -4.261 -0.430 2.842
Cl -7.789 -0.297 2.581
C -7.862 -1.641 3.750
C -7.839 -1.154 5.184
Cl -6.262 -0.451 5.622
H -7.028 -2.315 3.542
H -8.791 -2.180 3.555
H -8.014 -1.991 5.863
H -8.609 -0.402 5.368
Cl -4.111 -3.007 -2.795
C -4.739 -4.572 -2.221
C -6.203 -4.496 -1.839
Cl -6.467 -3.510 -0.378
H -4.121 -4.897 -1.382
H -4.605 -5.285 -3.037
H -6.581 -5.496 -1.618
H -6.807 -4.074 -2.644
Cl 11.293 -0.959 -3.633
C 11.706 -1.181 -1.914
C 10.815 -2.205 -1.240
Cl 9.131 -1.629 -1.076
H 11.644 -0.209 -1.423
H 12.745 -1.514 -1.879
H 11.180 -2.407 -0.231
H 10.798 -3.148 -1.791
Cl -11.072 -4.167 -1.735
C -10.853 -2.541 -1.039
C -10.424 -2.592 0.413
Cl -11.717 -3.202 1.477
H -11.788 -1.991 -1.163
H -10.085 -2.043 -1.635
H -10.176 -1.588 0.762
H -9.546 -3.226 0.550
*
```

## Properties
HOMO-LUMO gap, eV: 8.6
HOMO energy, eV: -8.320
SMILES string: Cc1ccccc1C[C@@]1(OCCNC[C@@H](C)O)NC(=O)[C@@H](CON=O)C1(Cl)Cl.ClCCCl.ClCCCl.ClCCCl.ClCCCl.ClCCCl

---

Calculated max |F| (eV/A), listed in the same order as above: 2.21, 4.76, 5.75, 5.09
Calculated molar mass (g/mol), listed in the same order as above: 667.70, 181.26, 364.22, 929.12
Calculated total energy (eV), listed in the same order as above: -69852.5994, -15660.0720, -53286.5116, -194732.1053